1.
9
Properties=species:S:1:pos:R:3:forces:R:3:mulliken_charge:R:1 method="wB97M-V/def2-TZVPD" homo_ha=-0.3572 total_energy_ev=-18899.34895 orbital_gap_ev=8.74 lumo_ev=-1.0
H -2.48241 -0.04406 -1.62219 0.10 0.00 -0.17 0.17
N 1.04645 -1.11605 -0.19254 0.09 -0.02 0.15 -0.34
C 1.30854 -0.49712 0.95669 -0.03 0.02 -0.02 0.07
S -1.85984 1.12996 -1.44600 -0.11 -0.01 0.19 -0.23
N 0.09195 -0.62272 -0.93255 -0.21 0.04 -0.05 -0.17
H 2.11222 -0.89701 1.56035 -0.03 0.01 -0.02 0.43
C -0.57245 0.43538 -0.45468 0.14 -0.04 0.08 0.59
N 0.67039 0.56965 1.42485 0.14 -0.10 0.03 -0.33
N -0.31484 1.04195 0.70607 -0.09 0.10 -0.19 -0.18

2.
9
Properties=species:S:1:pos:R:3:forces:R:3:mulliken_charge:R:1 method="wB97M-V/def2-TZVPD" homo_ha=-0.3494 total_energy_ev=-18898.90627 orbital_gap_ev=8.48 lumo_ev=-1.0
H 1.06568 -0.81922 -2.37830 0.31 -0.58 -0.85 0.43
C 0.60822 -0.50990 -1.47586 -0.24 -0.17 -3.03 0.08
N -0.95012 0.61350 -0.49502 -4.05 2.10 -1.61 -0.08
C -0.52584 0.27666 0.66360 3.19 -0.93 0.73 0.66
N -0.43517 0.27409 -1.62659 0.10 0.20 0.66 -0.47
H -0.27623 0.52308 2.85344 -0.38 0.03 0.07 0.18
N 0.69292 -0.32771 0.73124 -0.30 -1.11 0.61 -0.20
N 1.20132 -0.84546 -0.40151 0.45 0.88 3.96 -0.39
S -1.38077 0.81496 2.12900 0.91 -0.42 -0.54 -0.22

3.
10
Properties=species:S:1:pos:R:3:forces:R:3:mulliken_charge:R:1 method="wB97M-V/def2-TZVPD" homo_ha=-0.3368 total_energy_ev=-29733.24697 orbital_gap_ev=8.22 lumo_ev=-0.9
H 1.25605 2.51905 1.97633 -3.74 -1.18 0.79 0.20
N 0.58672 0.40899 -1.23096 -0.92 -2.45 3.35 -0.31
S 0.14779 -1.79865 -2.36022 0.04 -1.25 -0.41 -0.22
H -0.39660 -2.88532 -1.79801 0.01 -0.14 -0.03 0.17
N -0.39712 -1.31505 0.28544 1.31 -0.77 -2.57 -0.23
N -0.50345 -0.48891 1.24844 0.17 2.33 -0.21 -0.30
C 0.19190 -0.90628 -0.91514 -1.03 3.09 0.50 0.60
S -0.27416 1.93517 2.27724 3.71 1.90 -0.20 -0.27
N 0.42356 1.21068 -0.18885 -0.20 0.65 -0.09 -0.25
C -0.12615 0.81828 0.97361 0.64 -2.18 -1.12 0.59

4.
10
Properties=species:S:1:pos:R:3:forces:R:3:mulliken_charge:R:1 method="wB97M-V/def2-TZVPD" homo_ha=-0.3789 total_energy_ev=-11041.85391 orbital_gap_ev=8.72 lumo_ev=-1.6
H -1.86938 1.24117 1.18481 -0.27 -0.04 0.07 0.39
N 0.13498 1.07707 1.16931 0.10 0.44 -1.04 -0.20
H 1.25080 -2.11247 0.29458 -0.16 -0.16 -0.27 0.27
C 0.39473 -0.75995 -0.65131 -0.45 -2.18 -0.37 0.73
N -0.68853 -0.22507 -1.44166 -0.50 1.36 2.20 -0.21
N -1.35939 0.60030 -0.74532 0.44 -0.03 -1.16 -0.18
N 1.44196 0.12366 -0.48494 0.42 2.13 0.64 -0.23
C -1.00891 0.98261 0.59144 0.48 -1.13 -0.28 0.11
N 1.29198 1.02990 0.35972 0.08 -0.57 -0.02 -0.08
N 0.41176 -1.95722 -0.27662 -0.15 0.17 0.24 -0.59

5.
8
Properties=species:S:1:pos:R:3:forces:R:3:mulliken_charge:R:1 method="wB97M-V/def2-TZVPD" homo_ha=-0.1306 total_energy_ev=-18526.70799 charge=-1 orbital_gap_ev=7.48 lumo_ev=3.9
O 0.43125 0.63532 -0.23473 0.44 1.59 0.79 -0.20
C 1.46087 1.44773 -0.29137 2.46 -0.35 -0.11 0.16
H 1.41515 2.10655 0.62270 -0.09 -0.19 -0.75 0.27
H -1.33639 -1.24342 0.01019 1.20 0.93 -2.23 -0.11
N -2.44676 -2.16379 1.63596 0.15 0.33 -1.42 -0.47
O 2.46905 1.45609 -1.02396 -2.67 -0.02 1.18 -0.56
S -0.00826 -0.51572 -1.38539 0.32 -0.71 -1.52 -0.53
C -1.98492 -1.72277 0.66660 -1.81 -1.57 4.06 0.43

6.
10
Properties=species:S:1:pos:R:3:forces:R:3:mulliken_charge:R:1 method="wB97M-V/def2-TZVPD" homo_ha=-0.1345 total_energy_ev=-40198.08134 charge=-1 orbital_gap_ev=6.24 lumo_ev=2.6
N -2.23299 0.10578 -0.20423 -1.15 1.74 0.31 -0.13
S 0.46466 0.12460 0.09128 -0.11 0.08 -0.01 -0.54
H -1.12121 -1.45334 -0.85133 -0.09 -0.01 0.23 0.18
C -1.14651 -0.75636 -0.00679 1.61 -0.72 0.02 -0.38
H -1.30298 -1.31170 0.92394 -0.14 -0.01 -0.19 0.20
C -2.82757 1.11916 -0.06670 0.86 -2.17 -0.54 0.28
S 3.60336 0.08361 -0.28307 0.99 -0.80 0.76 0.70
O 4.22208 -1.23592 -0.27007 -0.72 0.87 -0.27 -0.44
O 4.15935 0.98597 0.70508 -0.56 -0.16 -0.49 -0.41
S -3.81819 2.33819 -0.03809 -0.69 1.19 0.18 -0.46

7.
8
Properties=species:S:1:pos:R:3:forces:R:3:mulliken_charge:R:1 method="wB97M-V/def2-TZVPD" homo_ha=-0.0839 total_energy_ev=-9737.85471 charge=-1 orbital_gap_ev=6.06 lumo_ev=3.8
H -1.04348 -2.11247 -0.08373 -1.54 -2.40 0.61 0.46
C -0.53552 -1.24747 -0.26472 1.16 4.07 -1.26 -0.68
N -0.90638 -0.02676 0.05983 -0.31 0.25 0.49 -0.19
C 1.33572 1.36746 0.20755 -0.31 0.41 -0.72 0.67
O -1.94304 0.27421 0.78831 0.70 -0.91 -0.29 -0.67
O 1.90508 0.54542 0.75854 1.00 -1.78 1.41 -0.35
O 1.00094 2.29454 -0.38352 -0.77 1.44 -0.72 -0.39
H 0.18669 -1.09494 -1.08227 0.08 -1.09 0.48 0.16

8.
9
Properties=species:S:1:pos:R:3:forces:R:3:mulliken_charge:R:1 method="wB97M-V/def2-TZVPD" homo_ha="-0.1204 / -0.1138" total_energy_ev=-20572.54443 charge=-1 orbital_gap_ev="6.90 / 6.67" lumo_ev="3.6 / 3.6"
H -1.45806 -1.28041 -0.87602 0.23 1.07 0.99 0.15
C -0.98739 -0.94667 0.13938 0.00 -3.04 -1.03 -0.09
N 0.71113 0.97614 -0.32357 0.64 2.62 0.19 -0.20
C 0.49050 -0.10160 -0.86323 -0.38 -1.16 0.38 0.51
H -0.42519 -2.00242 0.44787 -0.46 2.38 0.00 0.14
O 1.64300 2.08459 1.69509 0.13 0.54 0.39 -0.55
S 0.69997 2.29540 0.57193 -0.23 -1.80 -0.27 0.24
O 0.84574 -0.84677 -1.72996 0.33 -0.62 -0.99 -0.60
O -1.51970 -0.17826 0.93851 -0.26 0.00 0.33 -0.59

9.
11
Properties=species:S:1:pos:R:3:forces:R:3:mulliken_charge:R:1 method="wB97M-V/def2-TZVPD" homo_ha=-0.1325 total_energy_ev=-33455.64857 charge=-1 orbital_gap_ev=6.83 lumo_ev=3.2
C -0.45324 -1.79562 0.69181 4.72 0.06 2.98 0.74
O -1.38872 -1.97435 0.09598 -4.06 -0.66 -2.49 -0.36
O 1.37263 -0.07483 -1.57483 0.86 -0.95 -1.43 -0.72
O 2.06882 0.45494 0.41281 1.09 -0.21 0.45 -0.68
N 1.17998 0.31003 -0.42824 -0.72 1.35 0.80 1.02
C -0.09237 0.63758 -0.09410 -1.96 0.38 0.36 -0.27
S -0.54585 1.33172 1.47862 -0.76 -3.20 -0.19 -0.22
H -1.33448 -0.37523 -1.85393 -0.05 -0.01 -0.07 0.08
H -0.03811 2.45285 1.29939 1.35 3.17 -0.24 0.07
S -1.27379 0.88483 -1.39682 0.29 -0.05 0.21 -0.24
O 0.50514 -1.85192 1.36931 -0.76 0.12 -0.37 -0.41

10.
5
Properties=species:S:1:pos:R:3:forces:R:3:mulliken_charge:R:1 method="wB97M-V/def2-TZVPD" homo_ha="-0.3685 / -0.3686" total_energy_ev=-4148.48966 orbital_gap_ev="8.89 / 8.89" lumo_ev="-1.1 / -1.1"
C -0.35665 0.19331 -0.63641 0.06 0.14 0.31 -0.31
H -0.29986 0.99246 -1.37254 -0.17 -0.13 -1.04 0.22
H -0.09435 0.86391 0.19904 0.00 -0.53 0.73 0.15
O 0.99857 3.57212 0.34450 -1.52 -1.14 -1.99 -0.15
C 0.35882 3.11998 -0.49544 1.63 1.65 2.00 0.10

11.
6
Properties=species:S:1:pos:R:3:forces:R:3:mulliken_charge:R:1 method="wB97M-V/def2-TZVPD" homo_ha=-0.3844 total_energy_ev=-6193.05478 orbital_gap_ev=9.82 lumo_ev=-0.6
O -1.77757 0.71777 0.13923 -0.61 0.67 -0.11 -0.28
C 0.67213 -0.30311 0.05472 -4.51 -0.36 -0.05 -0.23
C 1.85241 -0.38711 0.30131 -4.98 0.12 -0.40 -0.09
O -1.12628 -0.49608 -0.05844 4.77 0.03 0.18 -0.16
H -2.44814 0.80824 -0.59615 1.38 -0.53 0.49 0.35
H 2.82745 -0.33971 0.15933 3.95 0.07 -0.11 0.41

12.
7
Properties=species:S:1:pos:R:3:forces:R:3:mulliken_charge:R:1 method="wB97M-V/def2-TZVPD" homo_ha=-0.3524 total_energy_ev=-17035.29113 orbital_gap_ev=8.87 lumo_ev=-0.7
O -0.77440 -1.09685 0.62224 -3.06 -4.77 2.02 -0.31
S 0.80855 -0.50706 -1.28348 0.70 -0.30 -0.55 -0.31
C 0.02154 1.10152 0.67901 1.18 0.20 0.60 -0.05
H 1.00666 1.65459 0.50405 -1.11 -0.45 -0.01 0.30
H -0.68197 -1.94610 0.10536 -0.51 0.68 0.67 0.35
C 0.01156 -0.31242 0.10834 2.82 4.59 -2.57 0.43
O -0.90810 1.55557 1.27803 -0.02 0.05 -0.16 -0.41

Please write out number 3 again, unchanged.
10
Properties=species:S:1:pos:R:3:forces:R:3:mulliken_charge:R:1 method="wB97M-V/def2-TZVPD" homo_ha=-0.3368 total_energy_ev=-29733.24697 orbital_gap_ev=8.22 lumo_ev=-0.9
H 1.25605 2.51905 1.97633 -3.74 -1.18 0.79 0.20
N 0.58672 0.40899 -1.23096 -0.92 -2.45 3.35 -0.31
S 0.14779 -1.79865 -2.36022 0.04 -1.25 -0.41 -0.22
H -0.39660 -2.88532 -1.79801 0.01 -0.14 -0.03 0.17
N -0.39712 -1.31505 0.28544 1.31 -0.77 -2.57 -0.23
N -0.50345 -0.48891 1.24844 0.17 2.33 -0.21 -0.30
C 0.19190 -0.90628 -0.91514 -1.03 3.09 0.50 0.60
S -0.27416 1.93517 2.27724 3.71 1.90 -0.20 -0.27
N 0.42356 1.21068 -0.18885 -0.20 0.65 -0.09 -0.25
C -0.12615 0.81828 0.97361 0.64 -2.18 -1.12 0.59